This record from the Open Molecules 2025 dataset describes C23H22I2MnN6O as an isolated structure. The level of theory is ωB97M-V/def2-TZVPD.

XYZ file:
```
55
Properties=species:S:1:pos:R:3:forces:R:3
Mn -0.692109 -0.901908 0.404204 -0.1 0.0 0.1
C -3.731230 1.347324 -1.573416 -0.2 0.0 0.2
C -2.950697 0.392577 -0.725434 -1.4 -0.1 -0.3
N -1.710218 0.476162 -0.516138 1.3 0.5 0.2
N -1.028324 1.632502 -0.815303 0.5 -0.1 -0.2
C 0.017584 1.662615 -0.011088 -0.1 0.3 -0.2
O 0.262018 0.788917 0.889923 -0.2 0.0 0.4
C 1.013775 2.753825 -0.204266 -0.1 -0.1 -0.1
C 2.022312 2.930480 0.735153 0.1 0.1 0.1
C 3.026611 3.863861 0.517330 -0.1 0.0 0.0
C 3.031677 4.619776 -0.648451 0.0 0.0 0.0
C 2.022552 4.447833 -1.588502 -0.1 0.0 0.0
C 1.013344 3.520712 -1.365662 0.0 0.1 -0.1
C -3.573961 -0.677777 0.060405 -0.4 0.0 -0.4
C -4.902490 -1.041465 -0.085654 -0.3 -0.1 -0.1
C -5.455916 -1.958696 0.790033 -0.2 0.1 -0.2
C -4.668615 -2.488360 1.794610 0.1 -0.1 0.1
C -3.339719 -2.116034 1.838718 0.2 -0.1 0.1
N -2.800169 -1.237475 0.997885 0.9 0.1 0.3
H -3.141276 2.241430 -1.739353 0.0 0.1 0.0
H -4.680176 1.622292 -1.107194 0.1 0.0 0.0
H -3.949511 0.889857 -2.543374 0.0 0.0 0.1
H 2.011378 2.321423 1.630236 0.0 0.0 0.0
H 3.812663 3.994040 1.250952 0.0 0.0 0.0
H 3.820786 5.340353 -0.825071 0.0 0.0 0.0
H 2.026940 5.031320 -2.502038 0.0 0.0 0.0
H 0.223624 3.368311 -2.090663 0.0 0.0 0.0
H -5.481364 -0.617558 -0.897598 0.0 0.0 0.1
H -6.489619 -2.264285 0.685594 0.0 0.0 0.0
H -5.065725 -3.186521 2.517907 0.0 0.0 0.0
H -2.666911 -2.549577 2.569063 0.0 0.0 0.0
I -1.165407 -2.892166 -1.273414 -0.2 -0.4 -0.3
C 1.892075 -3.548780 0.581179 0.0 -0.1 0.1
C 1.312322 -2.883826 1.778469 0.1 0.0 0.1
N 0.355789 -1.982386 1.812644 -0.1 0.2 0.1
C 0.151092 -1.655079 3.143664 0.0 0.0 -0.1
C 0.992130 -2.373161 3.922828 0.1 -0.1 -0.1
N 1.725665 -3.141930 3.042128 0.0 0.0 0.1
H 1.958879 -2.847012 -0.245576 0.0 0.0 0.0
H 1.247679 -4.360746 0.245251 0.0 0.0 0.0
H 2.884349 -3.943859 0.809104 0.0 0.0 0.0
H -0.576754 -0.916221 3.435131 0.0 0.0 0.0
H 1.145728 -2.394414 4.988560 0.0 0.0 -0.1
H 2.430154 -3.811878 3.288407 0.1 0.0 0.0
I 5.329476 0.772075 -0.521860 0.0 0.0 0.0
C 3.500574 0.400291 -1.451273 0.1 -0.1 0.1
C 3.287412 0.742443 -2.775149 0.0 0.0 0.0
C 2.051284 0.454648 -3.328285 0.0 0.0 -0.1
C 1.091562 -0.167522 -2.545320 -0.2 -0.1 -0.1
N 1.300696 -0.489458 -1.273911 0.0 -0.1 0.4
C 2.482375 -0.205222 -0.730507 0.0 0.0 -0.1
H 4.063302 1.219608 -3.360134 0.0 0.0 0.0
H 1.835239 0.706880 -4.358508 0.0 0.0 0.0
H 0.117717 -0.435080 -2.943987 0.1 0.0 0.0
H 2.609431 -0.453159 0.317753 0.0 0.0 0.0
```
Positions in Å, forces in eV/Å.

Output
Expectation value of S²   1.09
2S+1   2
Kohn-Sham gap (alpha / beta)   7.41 / 7.16 eV

---

This record from the Open Molecules 2025 dataset describes C24H33I2MnN5Si2 as an isolated structure. The level of theory is ωB97M-V/def2-TZVPD.

XYZ file:
```
67
Properties=species:S:1:pos:R:3:forces:R:3
Mn -0.378315 0.319195 -0.478345 1.4 -1.3 0.9
C -1.973677 -2.564693 1.582595 0.0 -0.1 -0.3
Si -2.308611 -2.413694 -0.256389 -0.3 -0.2 0.4
C -2.112151 -4.012690 -1.207505 -0.1 0.3 0.2
C -4.017949 -1.620206 -0.423469 0.3 -0.3 -0.1
N -1.111827 -1.267361 -0.998034 0.6 0.8 0.1
C -1.204592 -0.916959 -2.382690 -0.9 -0.7 -1.2
C -2.331772 -1.139657 -3.288174 0.7 0.7 0.3
C -1.967564 -0.606767 -4.592954 0.2 -0.6 0.5
C -0.340922 0.880275 -4.950793 0.7 -0.2 0.4
C 0.503736 1.450635 -3.909838 -0.6 -0.6 0.6
C 0.425736 0.574384 -2.739873 0.5 0.6 -1.6
N 1.083612 0.744655 -1.480410 -0.8 -0.5 0.4
Si 2.451649 1.925307 -1.307072 0.3 0.4 0.3
C 3.012818 1.978015 0.481446 0.0 -0.1 -0.3
C 1.752664 3.639304 -1.698791 0.2 -0.3 -0.1
C 3.763478 1.342764 -2.507194 -0.2 0.1 0.2
H -2.782908 -3.146073 2.031618 0.0 0.0 -0.1
H -1.971975 -1.593909 2.079149 0.0 0.0 0.0
H -1.042178 -3.081612 1.816161 0.0 0.0 0.0
H -2.851414 -4.734101 -0.851512 0.0 0.0 0.0
H -1.123030 -4.449493 -1.061240 0.0 0.0 0.0
H -2.270216 -3.880291 -2.279389 0.0 0.0 0.0
H -4.636994 -1.967954 0.406282 0.0 0.0 0.0
H -4.532533 -1.911207 -1.340158 0.0 0.0 0.0
H -3.984959 -0.529598 -0.369213 0.0 0.0 0.0
H -3.339817 -1.339906 -2.958184 0.0 -0.3 -0.1
H -2.534216 -0.998889 -5.433888 -0.1 0.1 0.0
H -0.119216 1.204022 -5.964749 -0.1 0.1 0.0
H 0.838230 2.476116 -3.870737 0.2 -0.1 -0.1
H 2.188985 2.196796 1.161284 0.0 0.0 0.0
H 3.735480 2.790430 0.591825 0.0 0.0 -0.1
H 3.508272 1.063970 0.810720 0.0 0.0 0.0
H 0.706279 3.745922 -1.403592 0.0 0.0 0.0
H 1.848989 3.905592 -2.752191 0.0 0.0 0.0
H 2.325766 4.379282 -1.136114 0.0 0.0 0.0
H 4.162643 0.366773 -2.226659 0.0 0.0 0.0
H 4.591768 2.055276 -2.503530 0.0 0.0 0.0
H 3.390458 1.275796 -3.530788 0.0 0.0 0.0
C -2.650286 3.722431 3.458710 0.1 -0.1 0.0
C -3.255153 4.117534 2.270726 0.0 0.1 0.0
C -2.939892 3.496684 1.081094 0.2 -0.2 -0.2
C -1.998385 2.453556 1.061581 -0.2 0.4 0.8
C -1.397209 2.065573 2.261883 0.0 -0.1 -0.4
C -1.718776 2.691998 3.447598 -0.1 0.1 0.2
N -1.646487 1.789435 -0.136364 -1.1 0.9 -1.2
N -2.273382 2.222600 -1.176399 0.1 0.3 1.5
C -1.953444 1.600527 -2.333526 0.3 -0.6 -1.2
C -2.435324 1.832914 -3.585378 -0.1 0.3 1.0
C -1.958630 1.034656 -4.718300 -0.1 0.1 -0.2
C -0.429659 -0.638461 -4.692843 0.1 -0.1 0.1
C 0.096265 -0.871194 -3.263960 0.1 -0.2 -0.2
N -1.002201 0.594831 -2.173205 -1.1 0.9 -1.1
H -2.900659 4.213142 4.389182 0.0 0.0 0.0
H -3.980330 4.919789 2.276449 0.0 0.0 0.0
H -3.408415 3.801276 0.159476 -0.1 0.1 0.0
H -0.673697 1.264884 2.272052 -0.1 0.1 0.0
H -1.244976 2.379600 4.368017 0.0 0.0 0.0
H -3.176009 2.609486 -3.737186 0.0 0.0 0.1
H -2.444637 1.347961 -5.636925 -0.1 0.1 0.0
H 0.008718 -1.298724 -5.433950 0.0 0.0 0.0
H 0.836605 -1.647974 -3.127225 0.0 0.0 0.0
I 2.447740 -2.824498 -0.727631 0.0 0.0 0.2
C 2.294866 -2.202097 1.283867 -0.1 0.0 -0.4
I 0.922350 -0.577340 1.694281 0.3 -0.2 0.5
H 3.265611 -1.856105 1.617788 -0.1 0.1 0.0
H 1.949660 -3.035362 1.883902 -0.1 0.1 0.0
```
Positions in Å, forces in eV/Å.

Output
Charge   +2
Expectation value of S²   0.80
2S+1   2
Kohn-Sham gap (alpha / beta)   4.75 / 4.91 eV

---

This record from the Open Molecules 2025 dataset describes a 3-piece molecular cluster, C21H47BN4O6S overall. The level of theory is ωB97M-V/def2-TZVPD.

XYZ file:
```
80
Properties=species:S:1:pos:R:3:forces:R:3
O 1.876295 1.863131 -2.539349 -0.1 0.0 -0.1
B 0.860395 1.033578 -2.908056 0.1 0.1 0.0
C 0.484169 -0.175561 -1.984952 -0.1 -0.1 -0.1
C -0.594058 -1.135815 -2.488028 0.0 0.2 0.0
C -0.984973 -2.232774 -1.483406 0.3 0.0 0.1
C -0.969860 -3.639883 -2.073055 0.0 0.1 -0.2
C 0.428222 -4.085053 -2.519983 0.0 0.1 0.2
C 0.621677 -5.609279 -2.538796 0.0 0.1 0.0
C 0.880217 -6.217428 -3.905607 -0.2 -0.3 -0.1
S 2.284828 -5.586374 -4.867574 0.1 0.3 -0.1
C 3.475847 -5.350215 -3.621486 -0.2 -0.3 -0.1
N 4.498857 -6.095757 -3.380072 0.0 0.4 0.2
N 5.206621 -5.464083 -2.349865 -0.3 0.1 -0.2
C 4.527514 -4.411302 -2.071569 0.1 0.1 0.3
O 3.413090 -4.246473 -2.811201 0.5 -0.4 -0.2
H 2.263915 1.587350 -1.694506 0.0 -0.1 0.0
H 0.300220 1.293024 -3.936429 0.0 0.0 0.0
H 1.411268 -0.728370 -1.783474 0.0 0.0 0.2
H 0.174131 0.253110 -1.023539 0.1 -0.1 0.1
H -1.477606 -0.545541 -2.746066 0.0 -0.1 -0.1
H -0.252541 -1.590824 -3.421969 0.0 0.0 0.0
H -1.957317 -2.008650 -1.045400 0.0 0.0 0.0
H -0.268579 -2.220518 -0.653340 0.0 0.0 0.0
H -1.639512 -3.661386 -2.940034 -0.1 -0.2 0.1
H -1.358276 -4.346389 -1.335658 0.0 0.0 0.0
H 1.163962 -3.633677 -1.847277 -0.1 -0.1 0.0
H 0.649344 -3.682732 -3.511545 0.0 0.0 0.0
H -0.284040 -6.094303 -2.164527 0.0 0.0 0.0
H 1.423408 -5.910290 -1.860240 0.0 0.0 0.0
H 0.999625 -7.297339 -3.826887 0.0 0.0 0.0
H 0.030652 -6.026434 -4.565769 0.0 0.0 0.0
H 4.744672 -3.669803 -1.321192 0.0 0.0 0.0
C -4.731208 4.269975 -0.742304 0.0 0.1 0.0
O -4.655805 3.986464 0.638405 0.1 -0.1 0.0
C -5.872285 3.553196 1.231696 -0.1 0.1 0.0
C -5.799646 2.098532 1.638432 0.0 -0.1 0.0
N -5.742552 1.226880 0.476341 0.1 0.1 0.0
C -5.472483 -0.175772 0.761964 -0.1 0.0 -0.1
C -4.151043 -0.537074 1.429595 0.0 -0.1 0.1
O -3.012477 -0.330633 0.615410 0.0 0.0 -0.1
C -2.499907 0.986500 0.599871 0.1 0.0 0.0
H -3.794471 4.748489 -1.022077 0.0 0.0 0.0
H -4.860593 3.369151 -1.353198 0.0 0.0 0.0
H -5.556117 4.954277 -0.964038 0.0 0.0 0.0
H -6.708041 3.717260 0.544306 0.0 0.0 0.0
H -6.040352 4.160665 2.125045 0.0 0.0 0.0
H -6.695577 1.853235 2.217867 0.0 0.0 0.0
H -4.935493 1.987701 2.309051 0.0 0.0 0.0
H -5.044861 1.576547 -0.167427 0.0 0.0 0.0
H -5.521803 -0.720754 -0.183918 0.0 0.0 0.0
H -6.283391 -0.558699 1.391181 0.0 0.0 0.0
H -4.174499 -1.609010 1.641144 0.0 0.0 0.0
H -4.018844 -0.023255 2.390237 0.0 0.0 0.0
H -2.646865 1.484813 1.562760 0.0 0.0 0.0
H -2.948338 1.605397 -0.183249 0.0 0.0 0.0
H -1.430065 0.915415 0.403076 0.0 0.0 0.0
C 2.175229 4.298420 4.480373 0.0 0.1 0.0
O 3.349336 4.333981 3.697966 0.0 -0.1 -0.1
C 4.424126 3.544169 4.188177 0.0 0.0 0.1
C 4.696642 2.364993 3.281824 0.0 0.0 0.0
N 3.606841 1.403172 3.325581 -0.1 0.1 -0.1
C 3.682030 0.330633 2.344388 0.0 0.0 0.1
C 3.655956 0.696801 0.865491 0.1 -0.1 0.0
O 2.414831 1.213415 0.415361 -0.1 0.1 -0.2
C 2.206497 2.599545 0.644566 -0.1 0.1 0.1
H 1.510057 5.068151 4.093445 0.0 0.0 0.0
H 1.660669 3.331698 4.428871 0.0 0.0 0.0
H 2.389976 4.514628 5.531530 0.0 0.0 0.0
H 4.210109 3.203787 5.206063 0.0 0.0 0.0
H 5.314895 4.177059 4.219477 0.0 0.0 0.0
H 5.615025 1.871950 3.616080 0.0 0.0 0.0
H 4.886236 2.762539 2.274461 0.0 0.0 0.0
H 2.727427 1.892273 3.222342 0.0 0.0 0.0
H 2.845328 -0.347570 2.529024 0.0 0.0 0.0
H 4.598950 -0.239109 2.530114 0.0 0.0 0.0
H 3.813077 -0.226367 0.301439 0.0 0.0 0.0
H 4.465648 1.384551 0.592359 0.0 0.0 0.1
H 3.142188 3.160970 0.576439 0.0 0.0 0.0
H 1.751625 2.796203 1.618714 0.1 0.0 0.0
H 1.521852 2.960862 -0.123406 0.0 0.0 0.0
```
Positions in Å, forces in eV/Å.

Output
SMILES   OBCCCCCCCSc1nnco1.COCCNCCOC.COCCNCCOC
2S+1   1
Kohn-Sham gap   9.23 eV